[1]
A molecular structure, CH6N5S, computed with ωB97M-V/def2-TZVPD.

Last column: Löwdin charge in e.
Element x y z (Å)
1 N 1.30543 1.61871 0.09151  0.17
2 H -1.66914 -2.06994 0.12712  0.12
3 H -0.38557 1.85715 -0.33002  -0.20
4 H 1.52644 2.36874 0.61217  0.11
5 H 2.53341 -1.31832 0.01097  0.17
6 N 0.13363 -0.55548 -0.28214  0.05
7 H -2.97908 -0.83691 0.02129  0.12
8 H -0.04013 -1.61165 -0.30272  0.13
9 N 1.69408 0.49245 0.04695  -0.20
10 S -1.61913 1.58094 -0.06740  0.91
11 N -2.01516 -1.11961 0.14443  0.11
12 N 2.61784 -0.24842 0.00861  0.23
13 C -1.10264 -0.15765 -0.08076  -0.73

Properties
**Charge**: +1
**HOMO level**: -0.52036 hartree
**LUMO level**: -5.36 eV
**2S+1**: 1
**Gap between HOMO and LUMO**: 8.8 eV


[2]
A gas-phase ion, CH6N5S (charge +1), computed with ωB97M-V/def2-TZVPD.

Last column: Löwdin charge in e.
Element x y z (Å)
1 H -2.66794 1.16718 0.99671  0.20
2 N 0.49289 -0.94674 -0.77725  0.01
3 C 2.39061 -0.39716 0.61106  -0.48
4 N 1.22557 -0.81637 0.23184  -0.02
5 H 2.74406 -0.94567 1.44105  0.07
6 N -1.31074 -0.03142 0.20454  -0.07
7 H -1.14640 -1.08837 -1.66063  0.22
8 N -0.71268 -0.73650 -0.74150  -0.12
9 S 3.35722 0.81242 -0.19492  0.82
10 H 4.35923 1.11052 0.66254  -0.10
11 N -2.64937 0.60265 0.07451  0.12
12 H -2.72290 1.36165 -0.75302  0.22
13 H -3.35955 -0.09218 -0.09493  0.14

Properties
**Charge**: +1
**HOMO level (spin up / spin down)**: -0.44955 / -0.44959 hartree
**LUMO level (spin up / spin down)**: -3.81 / -3.81 eV
**2S+1**: 1
**Gap between HOMO and LUMO (spin up / spin down)**: 8.4 / 8.4 eV


[3]
A single CH6N6O4S2 molecule, computed with ωB97M-V/def2-TZVPD.

Last column: Löwdin charge in e.
Element x y z (Å)
1 O -2.27528 2.12323 0.48248  -0.28
2 H 3.71945 2.70943 0.27634  0.07
3 O -0.99086 -1.75844 -1.02076  -0.28
4 N -0.25789 0.98279 -0.35835  -0.11
5 H -2.69634 1.01053 -1.90896  0.08
6 N 0.53673 0.03954 0.00610  -0.29
7 C 3.14090 1.93908 -0.20557  0.03
8 O -1.85687 -0.21702 1.12142  -0.35
9 N -0.34600 -2.30768 1.35857  -0.03
10 S 0.08923 -1.72752 -0.09340  0.65
11 H -2.45136 -0.58731 -1.45664  0.03
12 N 1.75141 0.14964 0.31977  0.02
13 N 2.41422 1.22410 0.52875  0.00
14 O 1.31814 -2.34878 -0.44991  -0.26
15 S -1.82706 0.82052 0.12203  0.53
16 H 3.21469 1.82636 -1.28248  0.09
17 N -2.73428 0.33725 -1.16134  -0.05
18 H -1.16675 -1.82871 1.71283  0.05
19 H 0.41793 -2.38698 2.00911  0.09

Properties
**HOMO level (spin up / spin down)**: -0.33873 / -0.33872 hartree
**LUMO level (spin up / spin down)**: -0.35 / -0.35 eV
**2S+1**: 1
**Gap between HOMO and LUMO (spin up / spin down)**: 8.9 / 8.9 eV


[4]
2 unconnected molecules or ions with the total composition CH6NO, computed with ωB97M-V/def2-TZVPD.

Last column: Löwdin charge in e.
Element x y z (Å)
1 H 0.83113 0.09111 -1.19553  0.10
2 C 0.20752 -0.69537 -0.53127  -0.25
3 H -1.36808 2.68905 0.15092  -0.24
4 H 0.34633 -1.72482 -0.94714  0.05
5 H 0.13213 -1.37208 1.26240  0.04
6 N 0.84452 -0.75146 0.83373  -0.09
7 H 0.66047 0.13361 1.19688  -0.01
8 H -0.75828 -0.30770 -0.59163  -0.01
9 O -0.89575 1.93765 -0.17835  -0.60

Properties
**Charge**: -1
**HOMO level**: -0.08763 hartree
**LUMO level**: 4.76 eV
**2S+1**: 1
**Gap between HOMO and LUMO**: 7.1 eV


[5]
2 unconnected molecules or ions with the total composition CH6NO, computed with ωB97M-V/def2-TZVPD.

Last column: Löwdin charge in e.
Element x y z (Å)
1 H -1.51735 -1.81931 1.43539  -0.15
2 H 1.33005 -0.75220 -0.35151  0.02
3 H -0.61639 1.17130 -0.96081  0.06
4 N 0.90711 0.08984 0.02010  -0.13
5 C 0.45890 0.99849 -1.00760  -0.27
6 H 1.00541 1.93945 -0.95548  0.03
7 O -1.24101 -0.95491 1.07555  -0.55
8 H 0.64585 0.67583 -2.04226  0.04
9 H 0.05172 -0.43998 0.47830  -0.03

Properties
**Charge**: -1
**HOMO level**: -0.10251 hartree
**LUMO level**: 4.83 eV
**2S+1**: 1
**Gap between HOMO and LUMO**: 7.6 eV


[6]
2 unconnected molecules or ions with the total composition CH6NO2, computed with ωB97M-V/def2-TZVPD.

Last column: Löwdin charge in e.
Element x y z (Å)
1 H 1.67006 -0.75137 0.75616  -0.04
2 H -1.61255 0.38175 0.55276  0.06
3 O 2.47379 -0.59853 1.31235  -0.15
4 O -1.35980 1.40805 -1.21382  -0.20
5 H -1.87999 -0.59033 -0.87627  0.07
6 C -1.16952 0.13057 -0.43413  -0.55
7 H -0.51589 1.79687 -0.94076  0.02
8 H 0.25352 -1.18817 -0.88053  -0.06
9 N 0.12794 -0.33516 -0.34925  -0.14
10 H 2.01245 -0.25367 2.07350  -0.01

Properties
**Charge**: -1
**HOMO level**: -0.09110 hartree
**LUMO level**: 4.77 eV
**2S+1**: 1
**Gap between HOMO and LUMO**: 7.2 eV


[7]
2 unconnected molecules or ions with the total composition CH6NO2, computed with ωB97M-V/def2-TZVPD.

Last column: Löwdin charge in e.
Element x y z (Å)
1 H 0.25367 0.71303 -1.28845  -0.03
2 H 1.03608 -0.54338 1.11701  0.00
3 N -0.48257 -0.78922 -0.69801  -0.14
4 O 0.81822 1.51811 -1.57128  -0.18
5 O 0.27695 -0.41261 1.71231  -0.25
6 C -0.85752 -0.51990 0.57619  -0.48
7 H 0.00423 -1.67603 -0.79512  -0.03
8 H -1.53753 -1.18403 1.14903  0.06
9 H -1.30075 0.48385 0.60555  0.07
10 H 1.27771 1.73108 -0.76086  -0.02

Properties
**Charge**: -1
**HOMO level**: -0.10497 hartree
**LUMO level**: 4.75 eV
**2S+1**: 1
**Gap between HOMO and LUMO**: 7.6 eV


[8]
2 unconnected molecules or ions with the total composition CH6NO2, computed with ωB97M-V/def2-TZVPD.

Last column: Löwdin charge in e.
Element x y z (Å)
1 O -0.20427 1.70397 -0.44400  -0.05
2 H -0.22643 -0.67531 -1.32875  0.16
3 C 0.07912 -0.81223 -0.33020  -0.19
4 H 0.00373 2.26526 -1.21091  0.08
5 H -0.39967 -1.24193 1.57331  0.16
6 H 0.00303 2.37450 0.23093  0.08
7 O 1.35547 -0.99617 -0.27711  0.19
8 H -1.71915 -0.79161 0.56086  0.16
9 N -0.72716 -0.94633 0.67031  0.25
10 H 1.83533 -0.88014 0.55556  0.17

Properties
**Charge**: +1
**HOMO level**: -0.59821 hartree
**LUMO level**: -4.14 eV
**2S+1**: 1
**Gap between HOMO and LUMO**: 12.1 eV


[9]
3 unconnected molecules or ions with the total composition CH6NO4, computed with ωB97M-V/def2-TZVPD.

Last column: Löwdin charge in e.
Element x y z (Å)
1 C -0.87664 -0.44807 0.15443  -0.75
2 O 3.24908 -0.52425 -0.33487  -0.15
3 O -0.48160 2.82164 -0.94888  -0.13
4 O 0.30949 -0.93384 -0.08493  -0.14
5 H 2.37906 -0.26967 -0.06275  -0.05
6 H 3.01892 -1.54381 -0.60725  0.11
7 H -2.55577 -0.78391 1.29607  0.09
8 H -0.92609 1.97017 -0.78894  -0.03
9 O -1.61802 0.32924 -0.52716  -0.11
10 H -1.42614 -2.21820 1.23726  0.09
11 N -1.52186 -1.13275 1.27460  0.01
12 H 0.44956 2.73344 -0.60759  0.04

Properties
**Charge**: -1
**HOMO level**: -0.17991 hartree
**LUMO level**: 4.07 eV
**2S+1**: 1
**Gap between HOMO and LUMO**: 9.0 eV


[10]
2 unconnected molecules or ions with the total composition CH6NOPS2, computed with ωB97M-V/def2-TZVPD.

Last column: Löwdin charge in e.
Element x y z (Å)
1 H -0.76869 2.57686 1.53974  0.04
2 P 0.36312 0.60778 1.26338  0.27
3 N 0.01678 2.27878 0.96189  -0.15
4 H 0.00783 -1.87908 -1.21085  -0.07
5 S -1.66449 -0.32212 -1.46547  0.44
6 H -1.41459 -2.75346 -1.67877  0.06
7 H -0.06431 2.44898 -0.02214  0.02
8 H 2.45720 0.12870 1.46819  0.07
9 C -0.75924 -1.80580 -1.84620  -0.63
10 O 1.87514 0.43364 0.72805  -0.32
11 S 0.30157 0.14754 3.15832  0.22
12 H -0.35032 -1.86181 -2.89616  0.04

Properties
**HOMO level (spin up / spin down)**: -0.30266 / -0.30227 hartree
**LUMO level (spin up / spin down)**: -2.99 / -2.99 eV
**2S+1**: 1
**Gap between HOMO and LUMO (spin up / spin down)**: 5.2 / 5.2 eV


[11]
A single CH6NPS molecule, computed with ωB97M-V/def2-TZVPD.

Last column: Löwdin charge in e.
Element x y z (Å)
1 H 0.44008 -1.97465 -0.23094  0.06
2 H -2.01501 0.15626 1.34492  -0.26
3 H 0.07415 0.55662 -1.70207  0.05
4 H 1.74998 -0.59402 -0.33642  0.05
5 P -2.35759 -0.13331 0.04263  0.36
6 H 0.90019 -0.70740 1.13647  0.05
7 S -0.32739 0.40832 -0.34132  0.37
8 H -0.42172 2.41397 0.60337  -0.04
9 C 0.80063 -0.98135 0.07319  -0.26
10 N 0.19973 1.75539 0.23246  -0.37

Properties
**HOMO level**: -0.27872 hartree
**LUMO level**: 0.25 eV
**2S+1**: 1
**Gap between HOMO and LUMO**: 7.8 eV


[12]
A single CH6NPS2 molecule, computed with ωB97M-V/def2-TZVPD.

Last column: Löwdin charge in e.
Element x y z (Å)
1 C -0.63078 0.91933 0.77362  -0.23
2 H -1.04389 0.33771 1.64176  0.03
3 H 1.67396 0.07059 -1.85417  0.05
4 H 1.82901 -0.05816 -0.19374  0.03
5 H -1.43777 1.57301 0.25249  0.05
6 H 0.26636 1.45616 1.05602  0.01
7 H -2.03687 -1.65648 0.03381  -0.10
8 S -0.67162 -2.12665 0.09648  0.39
9 S -1.42264 -0.08302 -2.36291  0.11
10 N 1.36792 -0.41003 -1.00959  -0.20
11 P -0.28871 -0.31872 -0.77496  -0.14

Properties
**HOMO level**: -0.32014 hartree
**LUMO level**: 0.58 eV
**2S+1**: 1
**Gap between HOMO and LUMO**: 9.3 eV


E readings, ordered: -19407.913, -19407.043, -39930.027, -4670.724, -4671.189, -6718.858, -6719.021, -6712.371, -10816.417, -35629.571, -22743.975, -33584.540 eV
F_max readings, ordered: 5.14, 5.56, 2.37, 4.77, 1.52, 1.22, 1.68, 1.53, 4.56, 5.04, 3.24, 3.02 eV/Å
Energy relative to the best compared isomer or geometry (same formula, charge and spin) readings, ordered: 52.7, 72.8, 18.5, 14.8, 4.1, 22.4, 18.7, 18.0, 24.1, 77.8, 110.8, 8.7 kcal per mole